Here is 13 unconnected molecules or ions with the total composition C23H77N11O13 from the Open Molecules 2025 dataset. Energies are from ωB97M-V with the def2-TZVPD basis set.

Last column: Löwdin charge in e.
Element x y z (Å)
C -0.590235 3.323074 1.216872  -0.639
O -0.835901 2.170309 0.824021  -0.031
N -1.032793 3.753526 2.437643  0.170
N 0.150489 4.203777 0.499063  0.187
H -0.805570 4.701593 2.657664  0.096
H -1.556403 3.122361 3.011053  0.114
H 0.370653 5.107083 0.867142  0.102
H 0.627368 3.898263 -0.365980  0.073
C -3.426089 -4.404788 -1.575945  -0.680
O -4.193761 -4.591491 -2.507137  0.016
N -2.701826 -3.267186 -1.393496  0.172
N -3.241612 -5.373578 -0.614209  0.147
H -2.642907 -2.617932 -2.151498  0.105
H -2.136373 -3.204038 -0.563355  0.052
H -3.867732 -6.153755 -0.647024  0.097
H -2.658454 -5.222420 0.179167  0.064
C 0.329977 -0.266054 -1.289062  -0.602
O 0.536060 -0.983911 -2.285721  -0.025
N 0.488454 1.073700 -1.247721  0.184
N -0.186285 -0.737811 -0.113161  0.187
H 0.285815 1.516589 -0.345252  0.048
H 0.793502 1.646763 -2.009173  0.067
H -0.229687 -1.735256 0.044456  0.051
H -0.296228 -0.156393 0.696148  0.061
C 7.459200 0.559758 -1.195685  -0.066
C 6.889514 -0.076219 -2.455504  -0.447
C 5.371086 -0.073630 -2.539133  -0.217
O 4.965521 -0.733495 -3.710748  -0.169
C 3.642366 -1.203762 -3.653284  -0.100
N 7.483879 0.551491 -3.641212  0.036
H 8.543293 0.431812 -1.206144  0.076
H 7.082996 0.071665 -0.298518  0.075
H 7.315868 1.641928 -1.243885  0.077
H 7.186861 -1.130748 -2.438868  0.140
H 4.980232 0.962691 -2.514756  0.135
H 4.912302 -0.563181 -1.660184  0.113
H 2.997277 -0.402002 -3.298748  0.039
H 3.590098 -2.085690 -3.013214  0.092
H 3.316626 -1.508952 -4.643282  0.108
H 6.954400 0.189132 -4.439573  0.067
H 7.247997 1.542063 -3.717190  0.071
C -2.791842 6.557024 -0.385101  -0.052
C -3.916370 5.658477 0.201470  -0.398
C -3.867817 4.233848 -0.320133  -0.220
O -3.774548 4.127138 -1.723609  -0.153
C -3.052655 2.959663 -2.053371  -0.105
N -3.892524 5.637694 1.690853  0.028
H -3.260065 7.223577 -1.110892  0.074
H -1.935438 6.013528 -0.791114  0.062
H -2.327491 7.222381 0.350754  0.064
H -4.867638 6.149690 -0.016089  0.131
H -4.706468 3.668824 0.095929  0.118
H -2.966163 3.803885 0.137518  0.098
H -3.659585 2.065451 -1.896864  0.068
H -2.080331 2.845148 -1.571946  0.074
H -2.923413 2.962686 -3.139024  0.093
H -3.628488 6.588737 1.941278  0.059
H -3.029051 5.174401 1.992450  0.032
C -6.793929 1.435864 -0.382355  -0.055
C -6.895515 -0.056201 -0.703428  -0.423
C -5.487735 -0.672745 -0.800012  -0.213
O -4.767746 -0.533897 0.388188  -0.166
C -3.631571 0.259975 0.345758  -0.137
N -7.702681 -0.727405 0.342188  0.036
H -6.566443 1.952902 -1.320138  0.082
H -5.995623 1.600824 0.335819  0.063
H -7.745242 1.852976 -0.051140  0.074
H -7.331627 -0.234739 -1.694190  0.130
H -4.941149 -0.281674 -1.663575  0.123
H -5.664754 -1.734204 -1.001951  0.119
H -3.776319 1.291200 0.004068  0.048
H -2.808408 -0.126862 -0.275560  0.075
H -3.179869 0.362725 1.335068  0.087
H -8.548499 -0.158487 0.389837  0.060
H -8.063052 -1.595681 -0.056593  0.071
C 3.356127 -2.647607 0.494559  -0.039
C 3.130542 -4.105161 0.140141  -0.414
C 2.929115 -4.965355 1.392264  -0.207
O 2.969808 -6.314134 0.942881  -0.192
C 2.823031 -7.232537 2.012031  -0.105
N 1.946740 -4.253608 -0.707719  0.048
H 3.643899 -2.074070 -0.386181  0.056
H 4.088688 -2.522868 1.292897  0.085
H 2.432007 -2.193205 0.866495  0.060
H 4.034837 -4.546551 -0.297920  0.145
H 1.916012 -4.841571 1.800553  0.120
H 3.656292 -4.675164 2.155455  0.128
H 3.439678 -6.972369 2.878848  0.087
H 3.138084 -8.189247 1.601819  0.090
H 1.792907 -7.277734 2.386795  0.086
H 1.870560 -5.247792 -0.936330  0.099
H 2.059307 -3.822704 -1.625516  0.081
C 0.707300 1.789174 5.944924  -0.057
C 0.762522 0.267093 5.831708  -0.445
C 2.072633 -0.162235 5.204953  -0.218
O 2.229305 0.294938 3.882079  -0.181
C 1.246828 -0.149304 2.966958  -0.102
N 0.719590 -0.266515 7.220770  0.026
H -0.095961 2.163236 6.577842  0.074
H 0.744145 2.238225 4.950833  0.067
H 1.619895 2.091785 6.466938  0.083
H -0.100038 -0.142389 5.295528  0.120
H 2.188982 -1.255030 5.254379  0.125
H 2.911010 0.271282 5.747723  0.133
H 1.447596 -1.221149 2.832720  0.083
H 1.380940 0.333861 2.006526  0.078
H 0.232601 -0.065518 3.358382  0.078
H -0.214175 -0.187795 7.604772  0.069
H 0.920459 -1.263679 7.153708  0.065
O 1.812849 0.396097 -4.309155  -0.102
H 1.859897 -0.167627 -3.503985  -0.006
H 1.229149 -0.081677 -4.908593  0.080
O -0.096771 -3.630375 -3.367089  -0.076
H -0.004872 -2.738435 -2.980962  -0.012
H -0.168144 -4.218235 -2.609196  0.010
O 2.874644 3.071531 -4.241544  -0.068
H 2.504269 2.168643 -4.336118  0.011
H 3.564014 3.136614 -4.909310  0.052
O -0.458988 -3.517791 0.703601  -0.103
H -0.781403 -4.214101 1.288171  0.048
H 0.391202 -3.880484 0.320173  0.021
O 0.951500 3.809829 -2.177355  -0.071
H 1.639902 3.570597 -2.839361  0.029
H 0.141559 3.939102 -2.689753  0.067

Forces on the atoms, in the same order (eV/Å):
C 0.13 -0.90 0.21
O 0.03 0.71 0.51
N 0.49 0.25 -1.18
N 0.06 -0.51 -0.39
H -0.27 0.05 0.79
H -0.10 0.14 0.18
H 0.12 0.16 0.03
H -0.53 0.33 0.56
C -0.41 -0.10 -0.37
O 0.16 0.13 0.05
N -0.27 -0.54 0.45
N 0.04 0.14 -0.25
H 0.08 0.13 -0.03
H 0.32 0.40 -0.30
H -0.03 -0.06 0.08
H 0.05 -0.03 0.25
C -0.62 0.39 0.24
O 0.19 0.02 0.53
N 0.48 -0.23 0.40
N 0.28 -1.00 -0.42
H -0.15 0.10 -0.78
H 0.03 -0.22 -0.24
H -0.04 0.16 -0.07
H -0.09 0.31 -0.10
C 0.31 0.01 -0.60
C 0.03 0.03 -0.04
C -0.45 0.30 0.91
O 0.44 -0.05 -0.52
C 0.83 -0.54 0.63
N -0.48 -0.19 -0.79
H -0.02 -0.14 -0.03
H -0.21 0.37 0.12
H -0.37 -0.03 0.48
H 0.07 0.04 -0.28
H 0.11 -0.10 -0.17
H 0.29 -0.07 -0.08
H 2.10 -1.18 0.75
H -0.09 -0.11 0.32
H 0.14 0.17 -0.08
H 0.45 -0.26 0.08
H 0.13 -0.01 0.65
C -0.22 0.07 0.05
C 0.35 0.94 0.34
C 0.25 0.09 0.84
O 0.42 0.16 0.57
C -0.64 -0.39 -1.48
N 0.95 -0.03 -0.13
H 0.46 -0.18 -0.38
H -0.33 -0.18 -0.36
H -0.38 -0.06 0.30
H -0.04 -0.23 -0.32
H -0.19 -0.05 -0.20
H 0.05 -0.13 -0.07
H 0.07 -0.08 0.42
H -0.02 0.19 0.29
H 0.23 0.26 0.02
H -0.65 0.16 0.17
H -0.34 -0.47 -0.23
C -0.15 -0.27 -0.97
C 0.51 0.09 0.29
C -0.89 -0.41 -0.23
O 0.03 -0.19 0.62
C 1.32 0.68 -0.15
N -0.38 0.19 -0.74
H 0.25 0.15 0.16
H -0.21 0.15 0.21
H 0.06 -0.04 0.28
H -0.10 0.31 -0.07
H -0.02 0.21 0.01
H 0.36 -0.15 0.09
H -0.45 -0.10 0.00
H -0.33 -0.29 -0.16
H -0.38 -0.27 0.19
H 0.10 -0.09 0.39
H 0.33 -0.09 0.24
C -0.41 0.20 0.09
C 0.16 -0.15 0.82
C -1.03 0.04 -0.93
O 0.61 0.22 0.77
C 0.03 -0.02 -0.17
N -0.08 -0.71 -0.43
H 0.16 0.02 0.04
H 0.22 -0.05 -0.21
H -0.06 -0.13 -0.07
H -0.02 0.24 -0.30
H 0.08 0.53 0.20
H 0.25 -0.52 0.03
H 0.23 0.02 -0.17
H -0.16 -0.14 0.26
H -0.07 -0.05 -0.24
H -0.08 0.13 0.18
H 0.02 0.33 0.26
C 0.70 -0.18 -0.14
C -0.56 0.32 1.52
C 0.03 -0.17 -0.33
O -0.05 0.84 -0.30
C 0.60 -1.30 0.58
N 0.51 -0.45 -0.58
H -0.36 -0.12 -0.36
H -0.31 0.19 0.11
H 0.03 0.02 -0.09
H 0.14 0.20 -0.29
H -0.13 -0.10 -0.08
H -0.07 0.03 0.19
H -0.35 -0.12 -0.32
H 0.04 0.34 0.09
H -0.07 0.35 -0.28
H -0.02 0.07 -0.05
H -0.10 0.10 0.31
O -1.23 1.14 -0.59
H -2.00 0.70 -0.87
H -0.17 0.16 0.08
O 0.25 0.26 0.05
H 0.04 -0.19 0.00
H -0.19 0.05 0.01
O -0.32 -0.44 0.10
H 0.18 0.12 -0.11
H -0.06 0.06 0.09
O 0.45 -0.69 0.07
H 0.06 0.21 0.07
H -0.38 0.34 -0.18
O 0.27 -0.23 -0.70
H -0.20 0.43 0.29
H 0.16 0.04 0.08

Results
- LUMO level: 0.12 eV
- 2S+1: 1
- Energy: -2502.9570 Ha
- Orbital gap: 9.089 eV
- E_HOMO: -8.96 eV